# 1
# C14H18N4OOsS5

A molecular structure, C14H18N4OOsS5 (the ωB97M-V functional and the def2-TZVPD basis, the OMol25 dataset).

Positions of all 43 atoms, in Å:
Os: -0.01 -1.77 1.31
S: -1.19 -2.13 3.24
S: -0.02 -2.99 4.67
S: 1.21 -4.22 3.68
S: 1.56 -3.36 1.85
S: 0.93 -1.93 -0.88
C: -0.44 -2.51 -1.78
N: -1.65 -1.99 -1.82
C: -2.56 -2.76 -2.68
C: -1.60 -3.76 -3.35
N: -0.36 -3.56 -2.59
H: -1.93 -1.23 -1.21
H: -3.05 -2.11 -3.40
H: -3.32 -3.25 -2.08
H: -1.44 -3.55 -4.40
H: -1.94 -4.79 -3.25
H: 0.50 -4.04 -2.76
C: 0.85 3.89 0.22
N: -0.14 2.83 0.04
N: 0.00 1.58 0.58
C: -1.17 0.90 0.40
O: -1.35 -0.33 0.80
C: -2.05 1.74 -0.26
C: -1.38 2.94 -0.46
C: -1.87 4.21 -1.06
C: 1.22 1.05 1.09
C: 2.37 1.04 0.31
C: 3.53 0.50 0.83
C: 3.54 -0.06 2.10
C: 2.39 -0.06 2.87
C: 1.22 0.51 2.38
H: 1.55 3.59 0.99
H: 0.34 4.79 0.53
H: 1.39 4.07 -0.71
H: -3.08 1.53 -0.52
H: -2.87 4.07 -1.45
H: -1.22 4.54 -1.87
H: -1.90 5.01 -0.31
H: 2.34 1.44 -0.70
H: 4.43 0.50 0.23
H: 4.45 -0.49 2.50
H: 2.40 -0.47 3.88
H: 0.34 0.63 3.01

The value obtained for the gap between HOMO and LUMO (spin up / spin down) is 8.01 / 6.28 eV. As for the net charge: +2. The LUMO energy (spin up / spin down) comes out at -6.046 / -8.616 eV. The calculation puts the HOMO energy (spin up / spin down) at -14.06 / -14.89 eV. As for the spin multiplicity: 5.

=====

# 2
# C41H59BN4P3STi

A molecular structure, C41H59BN4P3STi (the ωB97M-V functional and the def2-TZVPD basis, the OMol25 dataset).

Positions of all 110 atoms, in Å:
Ti: 10.13 9.61 11.67
C: 9.89 7.15 16.19
C: 10.11 8.59 16.66
C: 10.97 8.53 17.91
C: 8.71 9.17 17.07
P: 10.87 9.54 15.22
C: 12.46 8.57 14.77
N: 13.02 8.97 13.47
B: 12.31 9.05 12.23
N: 13.38 9.40 11.26
C: 13.27 9.40 9.83
P: 11.47 9.90 9.42
C: 11.16 8.78 7.90
C: 12.31 8.75 6.90
C: 10.89 7.35 8.33
C: 9.88 9.30 7.24
C: 11.69 11.69 8.78
C: 10.34 12.38 8.64
C: 12.44 12.38 9.91
C: 12.52 11.99 7.54
C: 14.61 9.46 11.89
C: 15.89 9.66 11.38
C: 16.94 9.44 12.25
C: 16.71 9.17 13.58
C: 15.43 9.11 14.16
C: 14.36 9.19 13.29
C: 11.66 11.17 15.85
C: 12.91 11.08 16.75
C: 10.54 11.98 16.58
C: 12.08 11.90 14.60
H: 9.17 6.77 16.89
H: 10.79 6.56 16.25
H: 9.51 7.14 15.13
H: 10.45 7.86 18.67
H: 11.05 9.52 18.40
H: 11.96 8.16 17.60
H: 8.34 8.65 17.93
H: 7.99 8.97 16.25
H: 8.75 10.25 17.19
H: 12.22 7.49 14.70
H: 13.25 8.68 15.59
H: 13.42 8.37 9.47
H: 13.95 10.11 9.33
H: 13.22 8.34 7.35
H: 12.62 9.72 6.57
H: 12.09 8.22 5.96
H: 11.74 6.97 8.95
H: 10.79 6.73 7.43
H: 9.99 7.21 8.95
H: 10.01 10.31 6.82
H: 9.04 9.27 7.97
H: 9.54 8.66 6.41
H: 9.68 12.24 9.54
H: 9.75 12.01 7.77
H: 10.53 13.46 8.57
H: 12.09 12.06 10.90
H: 12.31 13.48 9.82
H: 13.50 12.14 9.90
H: 11.98 11.73 6.63
H: 13.45 11.42 7.47
H: 12.75 13.04 7.50
H: 16.04 9.83 10.34
H: 18.02 9.46 11.87
H: 17.57 9.00 14.26
H: 15.21 8.83 15.18
H: 12.76 10.68 17.74
H: 13.22 12.15 16.84
H: 13.77 10.60 16.28
H: 10.09 11.48 17.44
H: 9.69 12.21 15.97
H: 10.91 12.99 16.89
H: 12.94 11.45 14.08
H: 12.40 12.90 14.83
H: 11.22 11.97 13.90
N: 8.48 9.13 10.25
P: 8.00 11.53 12.61
C: 7.64 12.40 14.21
C: 7.87 13.78 14.53
C: 7.58 14.31 15.81
C: 7.10 13.47 16.76
C: 6.74 12.16 16.45
C: 7.02 11.62 15.23
C: 7.96 13.06 11.57
C: 9.08 13.93 11.64
C: 9.00 15.20 11.07
C: 7.82 15.57 10.35
C: 6.80 14.65 10.21
C: 6.85 13.41 10.83
C: 8.32 7.94 10.80
C: 7.34 6.95 10.42
C: 7.30 5.80 11.15
C: 8.29 5.52 12.14
C: 9.23 6.52 12.34
N: 9.23 7.67 11.74
H: 7.64 9.49 9.77
H: 8.22 14.45 13.74
H: 7.75 15.35 16.06
H: 6.92 13.91 17.73
H: 6.20 11.55 17.20
H: 6.75 10.58 15.02
H: 10.00 13.64 12.12
H: 9.83 15.88 11.25
H: 7.74 16.58 9.97
H: 5.92 14.91 9.60
H: 6.00 12.75 10.73
H: 6.63 7.23 9.66
H: 6.52 5.08 10.94
H: 8.24 4.62 12.71
H: 9.90 6.33 13.17
S: 6.34 10.49 12.35

The value obtained for the gap between HOMO and LUMO (spin up / spin down) is 5.66 / 6.55 eV. As for the net charge: -1. The LUMO energy (spin up / spin down) comes out at 2.515 / 2.516 eV. The calculation puts the HOMO energy (spin up / spin down) at -3.15 / -4.04 eV. As for the spin multiplicity: 3.

=====

# 3
# C5H8O

3 unconnected molecules or ions with the total composition C5H8O (the ωB97M-V functional and the def2-TZVPD basis, the OMol25 dataset).

Positions of all 14 atoms, in Å:
O: 0.87 -2.29 -0.74
C: 0.47 -1.26 -0.27
C: 1.26 -0.30 0.62
C: 0.30 0.83 0.86
C: -0.86 0.65 0.18
C: -0.94 -0.70 -0.46
H: 1.51 -0.82 1.55
H: 2.22 -0.07 0.13
H: 0.49 1.69 1.48
H: -0.07 1.49 -0.79
H: -0.61 1.52 -1.47
H: -1.73 1.30 0.25
H: -1.63 -1.26 0.17
H: -1.28 -0.78 -1.50

The value obtained for the gap between HOMO and LUMO is 9.34 eV. The LUMO energy comes out at 0.953 eV. The calculation puts the HOMO energy at -8.39 eV.

=====

# 4
# C14H17N3O4S

A single C14H17N3O4S molecule (the ωB97M-V functional and the def2-TZVPD basis, the OMol25 dataset).

Positions of all 39 atoms, in Å:
C: -3.34 1.32 -4.41
C: -2.29 2.36 -5.04
O: -1.23 2.83 -3.92
C: -1.93 3.77 -3.02
O: -3.01 4.37 -3.12
N: -1.10 4.04 -2.12
C: 0.07 3.55 -1.53
O: 0.51 4.26 -0.58
C: 0.49 2.24 -2.11
S: -0.58 0.95 -1.88
C: 0.44 0.19 -0.59
N: 1.51 0.56 0.01
C: 1.86 -0.15 0.98
C: 2.92 -0.38 1.83
C: 2.82 -1.40 2.60
C: 1.66 -2.18 3.06
O: 1.85 -3.02 3.94
C: 0.93 -3.77 4.37
C: 1.13 -4.85 5.44
C: 0.70 -2.13 2.15
C: 0.55 -1.20 1.33
N: -0.36 -0.81 0.23
H: -3.71 0.78 -5.41
H: -4.17 1.83 -3.61
H: -2.81 0.42 -3.88
H: -2.84 3.13 -5.57
H: -1.51 1.85 -5.66
H: -1.74 4.80 -1.60
H: 1.58 1.99 -1.61
H: 0.97 2.61 -3.23
H: 3.84 0.22 1.62
H: 3.84 -1.44 3.44
H: 0.68 -4.60 3.42
H: -0.13 -3.31 4.56
H: 0.40 -5.40 5.94
H: 2.08 -5.25 5.31
H: 1.42 -4.19 6.30
H: -0.21 -2.89 2.12
H: -1.30 -1.13 0.22

As for the structure (SMILES): CCOC(=O)NC(=O)CSc1nc2ccc(OCC)cc2[nH]1. The value obtained for the gap between HOMO and LUMO is 7.59 eV. The LUMO energy comes out at 0.410 eV. The calculation puts the HOMO energy at -7.18 eV.

=====

# 5
# C3H10BN

2 unconnected molecules or ions with the total composition C3H10BN (the ωB97M-V functional and the def2-TZVPD basis, the OMol25 dataset).

Positions of all 15 atoms, in Å:
B: 0.60 -1.17 0.04
C: 1.42 -1.46 1.45
C: -1.19 2.16 -0.18
C: -0.50 1.44 -1.27
N: 0.28 -2.19 -0.74
H: 1.30 -0.53 2.17
H: 2.48 -1.59 1.28
H: 1.12 -2.36 1.87
H: -0.58 2.29 0.71
H: -1.57 3.13 -0.60
H: -1.98 1.46 0.01
H: -1.02 0.99 -2.07
H: 0.44 1.74 -1.58
H: 0.81 -3.06 -0.65
H: -0.20 -2.18 -1.58

The value obtained for the gap between HOMO and LUMO (spin up / spin down) is 7.95 / 7.66 eV. The LUMO energy (spin up / spin down) comes out at 0.351 / 0.746 eV. The calculation puts the HOMO energy (spin up / spin down) at -7.60 / -6.92 eV.

=====

# 6
# C21H30N3O

2 unconnected molecules or ions with the total composition C21H30N3O (the ωB97M-V functional and the def2-TZVPD basis, the OMol25 dataset).

Positions of all 55 atoms, in Å:
C: 1.36 -1.33 2.54
N: 2.36 -0.30 2.80
C: 3.67 -0.65 3.08
C: 4.42 0.48 3.07
N: 3.59 1.54 2.78
C: 4.05 2.92 2.64
C: 2.30 1.07 2.63
C: 1.17 1.90 2.21
C: -0.18 1.45 2.43
C: -1.24 1.85 1.67
C: -2.53 1.22 1.67
C: -3.31 1.22 0.50
C: -4.46 0.46 0.41
C: -4.89 -0.28 1.50
C: -4.17 -0.26 2.68
C: -3.01 0.47 2.77
O: 1.38 2.98 1.64
H: 0.42 -0.90 2.22
H: 1.70 -2.00 1.75
H: 1.18 -1.92 3.44
H: 4.04 -1.65 3.21
H: 5.49 0.55 3.20
H: 3.20 3.59 2.62
H: 4.69 3.17 3.49
H: 4.62 3.03 1.72
H: -0.34 0.69 3.18
H: -1.04 2.58 0.91
H: -2.96 1.76 -0.36
H: -5.00 0.42 -0.52
H: -5.79 -0.87 1.42
H: -4.51 -0.83 3.52
H: -2.46 0.47 3.70
C: 1.34 -0.11 -4.71
C: -0.03 -0.11 -4.04
C: -0.53 1.31 -3.83
C: 0.01 -0.89 -2.70
C: 0.43 -2.36 -2.90
C: -0.44 -3.18 -1.93
C: -1.67 -2.31 -1.64
N: -1.33 -0.92 -2.03
H: 2.07 0.40 -4.08
H: 1.72 -1.11 -4.90
H: 1.32 0.42 -5.67
H: -0.74 -0.64 -4.69
H: 0.16 1.88 -3.21
H: -0.62 1.84 -4.78
H: -1.51 1.33 -3.34
H: 0.73 -0.39 -2.04
H: 0.25 -2.66 -3.94
H: 1.51 -2.49 -2.71
H: -0.73 -4.16 -2.36
H: 0.11 -3.40 -1.01
H: -2.54 -2.63 -2.22
H: -1.96 -2.36 -0.58
H: -1.34 -0.30 -1.22

The value obtained for the gap between HOMO and LUMO is 6.19 eV. As for the net charge: +1. The LUMO energy comes out at -4.515 eV. The calculation puts the HOMO energy at -10.71 eV.

=====

Number 1: largest force on an atom 0.14 eV Å⁻¹. Number 2: largest force on an atom 2.77 eV Å⁻¹. Number 3: largest force on an atom 4.13 eV Å⁻¹. Number 4: largest force on an atom 13.72 eV Å⁻¹. Number 5: largest force on an atom 4.78 eV Å⁻¹. Number 6: largest force on an atom 3.26 eV Å⁻¹.